This record from OMol25 describes one molecule with the formula C5H4N2 in a non-equilibrium geometry. The level of theory is ωB97M-V/def2-TZVPD.

Each line ends with the natural charge from an NBO analysis.
Geometry (Å):
C 3.13624 0.53071 0.32890  0.023
C 1.89852 0.36650 0.49072  -0.588
C 0.55496 0.17595 0.31496  0.242
C -0.13287 -0.97136 -0.29864  -0.464
C -1.55333 -0.60433 -0.23855  0.019
N -1.69840 0.62951 0.12304  -0.183
N -0.44467 1.09819 0.37499  -0.361
H 0.51421 -0.28050 -1.08336  0.368
H 0.21010 -2.00352 -0.29580  0.283
H -2.42848 -1.22110 -0.43155  0.230
H -0.31286 2.07284 0.58630  0.430

The total energy is -8223.8628 eV. The value obtained for the maximum force is 0.0495 Eh/bohr. Its HOMO-LUMO gap is 9.00 eV. The calculation puts the highest occupied orbital energy at -9.118 eV. The value obtained for the energy above the lowest of the compared OMol25 structures with the same formula, charge and spin is 543.27 kJ/mol.